1.
{
  "formula": "C5H9BeO3",
  "method": "wB97M-V/def2-TZVPD",
  "total_charge": 1,
  "lumo_energy_ev": -6.45,
  "relative_energy_ev": 1.808,
  "orbital_gap_ev": 6.83,
  "species": ["H", "O", "O", "C", "O", "C", "C", "H", "H", "H", "H", "H", "Be", "C", "C", "H", "H", "H"],
  "coordinates": [[0.02364, -0.25998, -1.63801], [0.65102, -0.97933, 0.49412], [2.09442, -0.53938, -1.10094], [0.86427, -0.25568, -0.72167], [0.60857, 1.07755, -0.50930], [-0.65436, -1.02513, 1.08153], [-0.60060, -1.87404, 2.32757], [-0.95863, 0.00529, 1.30887], [-1.34630, -1.44711, 0.33893], [0.05752, -1.42373, 3.08266], [-1.60931, -1.94987, 2.75348], [-0.24054, -2.88638, 2.09819], [2.02613, -1.37657, 0.33888], [0.15438, 1.73321, -1.78819], [-0.47521, 2.90765, -1.77916], [0.67294, 1.39524, -2.69167], [-0.71509, 3.39214, -2.72510], [-0.55284, 3.50612, -0.87018]],
  "forces_ev_per_angstrom": [[1.6, -2.7, 2.2], [-1.0, -0.3, 0.8], [1.6, -2.7, 3.2], [-4.1, 3.6, -6.0], [-0.2, 2.3, -0.5], [-1.8, 0.0, 0.9], [0.2, -0.1, 0.1], [0.3, -0.3, -0.2], [0.4, 0.2, 0.1], [-0.2, -0.1, -0.1], [0.3, 0.0, -0.1], [-0.2, 0.2, 0.1], [2.0, 0.9, -2.8], [1.0, 0.7, 1.5], [0.9, -0.4, 0.5], [-0.5, -0.6, 0.4], [0.1, -0.3, 0.2], [-0.6, -0.4, -0.1]],
  "mulliken_charge": [0.431, 0.226, -0.512, 0.410, -0.517, 0.108, -1.382, 0.314, 0.337, 0.360, 0.361, 0.366, 0.248, 0.039, -0.657, 0.343, 0.252, 0.273]
}



2.
{
  "formula": "C5H9Br",
  "method": "wB97M-V/def2-TZVPD",
  "lumo_energy_ev": 0.70,
  "relative_energy_ev": 1.415,
  "orbital_gap_ev": 10.07,
  "smiles": "C=C1C[C@@H]1C.Br",
  "species": ["C", "C", "C", "C", "C", "Br", "H", "H", "H", "H", "H", "H", "H", "H", "H"],
  "coordinates": [[-0.57557, -1.42235, 0.41396], [-0.02777, -0.22502, 1.20422], [0.80115, -0.96908, 0.17206], [-0.38617, 1.27994, 0.96975], [1.89843, -0.79541, -0.59624], [-4.05231, 0.16931, -0.53166], [-0.57584, -2.41719, 0.91385], [-1.36483, -1.21769, -0.25047], [0.36182, -0.46739, 2.17753], [-0.23118, 1.52471, -0.08820], [0.31503, 1.79689, 1.63463], [-1.39908, 1.39232, 1.20573], [2.10474, -1.48461, -1.41433], [-4.01271, 1.45110, -1.08618], [2.75931, -0.30081, -0.28327]],
  "forces_ev_per_angstrom": [[1.3, -0.8, 1.0], [1.6, -0.5, -0.8], [0.4, 2.4, -1.0], [1.8, -2.3, -0.3], [-2.2, -2.6, 0.5], [0.0, -0.5, 0.2], [-0.5, 0.9, -0.2], [-0.7, 0.0, -1.0], [-0.5, 0.1, 0.6], [0.1, 0.1, 0.3], [-0.5, 0.4, -0.4], [-1.5, 0.7, 0.6], [-0.3, 0.1, -0.1], [0.0, 0.5, -0.2], [1.0, 1.5, 0.6]],
  "mulliken_charge": [-0.395, -0.073, 0.222, -1.127, -0.821, -0.222, 0.217, 0.166, 0.367, 0.305, 0.316, 0.296, 0.246, 0.204, 0.298]
}



3.
{
  "formula": "C5H9Br2N4",
  "method": "wB97M-V/def2-TZVPD",
  "total_charge": 1,
  "lumo_energy_ev": [-3.46, -7.14],
  "multiplicity": 3,
  "relative_energy_ev": 0.000,
  "orbital_gap_ev": [10.04, 6.77],
  "s2": 2.023,
  "species": ["C", "C", "C", "C", "C", "N", "N", "N", "N", "Br", "Br", "H", "H", "H", "H", "H", "H", "H", "H", "H"],
  "coordinates": [[2.56777, -1.35664, -0.33871], [0.17616, -0.54130, 0.03834], [1.30816, -1.36557, 0.49799], [-2.40823, 1.18354, 0.96744], [-2.18425, -0.15247, 0.22120], [2.77900, -0.46569, -1.29732], [-0.94972, -0.78562, 0.49849], [0.53845, 0.34413, -1.05292], [1.76945, 0.30603, -1.64578], [3.98572, -2.47773, 0.21072], [0.50163, 2.97100, 0.69575], [0.99460, -2.36314, 0.43197], [1.63099, -1.21940, 1.43636], [-2.01636, 1.22933, 1.91857], [-1.72103, 1.98338, 0.42755], [-3.51698, 1.50252, 0.89897], [-2.35340, -0.11193, -0.86725], [-3.03057, -0.81239, 0.63606], [-0.10220, 1.05898, -1.43931], [2.03082, 1.07298, -2.23810]],
  "forces_ev_per_angstrom": [[0.2, 1.9, -0.7], [0.4, 0.3, -1.2], [1.2, -0.8, -3.6], [-0.3, 1.7, -4.0], [-2.6, -0.6, 0.6], [0.3, -1.8, 1.0], [0.4, 0.3, 0.8], [0.2, 0.2, -0.6], [-1.4, -0.3, 1.4], [-0.9, 0.7, -0.6], [0.0, 0.2, 0.1], [-0.7, -1.6, 0.3], [0.7, 0.8, 3.7], [0.4, -0.5, 2.4], [-1.5, -0.9, 0.6], [2.0, -0.4, 0.2], [-0.1, 0.4, 0.3], [1.4, 0.6, -0.7], [0.6, -0.7, 0.4], [-0.2, 0.4, -0.4]],
  "lowdin_spin": [0.193, 0.004, 0.022, 0.065, 0.013, -0.009, 0.071, 0.255, 0.358, 0.066, 0.898, 0.007, 0.004, 0.000, 0.033, 0.003, 0.002, 0.005, 0.002, 0.007]
}



4.
{
  "formula": "C5H9BrN2",
  "method": "wB97M-V/def2-TZVPD",
  "lumo_energy_ev": 0.36,
  "relative_energy_ev": 1.090,
  "orbital_gap_ev": 8.72,
  "smiles": "[H]/N=C\\CC.N=C=CBr",
  "species": ["C", "C", "C", "C", "C", "N", "N", "Br", "H", "H", "H", "H", "H", "H", "H", "H", "H"],
  "coordinates": [[-2.44704, -1.60986, -0.00158], [1.90043, 1.86624, -0.09168], [1.42586, 0.62320, 0.68791], [-3.31048, -0.70579, -0.37784], [0.72888, -0.26308, -0.30242], [-1.61822, -2.43828, 0.31294], [0.89638, -1.49445, -0.41765], [-3.09126, 1.13347, 0.07678], [2.23380, 1.62352, -1.12954], [0.90590, 2.42757, -0.16451], [2.70207, 2.46748, 0.44273], [0.72278, 0.98282, 1.48419], [2.29227, 0.20582, 1.14588], [-4.32146, -0.72690, -0.94603], [0.04485, 0.24365, -0.79467], [-0.64763, -2.39359, -0.01415], [1.58285, -1.94184, 0.08963]],
  "forces_ev_per_angstrom": [[0.8, -0.7, -0.6], [-1.2, 1.2, 0.0], [0.3, 1.2, -0.2], [-2.7, 1.0, -1.1], [3.7, -1.4, 4.4], [-1.0, 0.6, 1.3], [-2.1, -0.3, -2.6], [0.3, 0.0, 0.5], [-0.1, 0.2, 0.9], [1.8, 0.1, -0.3], [-1.2, -0.7, -0.7], [0.5, -0.6, -0.6], [0.4, -1.0, 0.5], [2.4, -0.9, 0.9], [-3.7, 1.9, -2.9], [-0.2, -0.1, -1.0], [2.0, -0.6, 1.8]],
  "mulliken_charge": [0.676, -0.994, -0.342, -0.730, -0.104, -0.516, -0.778, -0.147, 0.298, 0.246, 0.307, 0.241, 0.323, 0.282, 0.586, 0.464, 0.188]
}



5.
{
  "formula": "C5H9BrNO",
  "method": "wB97M-V/def2-TZVPD",
  "total_charge": 1,
  "lumo_energy_ev": [-7.69, -7.69],
  "relative_energy_ev": 5.434,
  "orbital_gap_ev": [5.73, 5.73],
  "species": ["C", "C", "C", "C", "C", "N", "O", "Br", "H", "H", "H", "H", "H", "H", "H", "H", "H"],
  "coordinates": [[-0.41637, -0.30603, 0.51831], [0.43922, -0.19309, -0.74648], [-0.46525, -1.26459, 1.46194], [-1.28383, 1.00491, 0.76031], [1.91183, 0.06714, -0.14585], [0.30870, 0.64597, -1.90937], [-0.75107, 0.91614, -2.54017], [0.29981, -3.03684, 1.26121], [-1.72950, 0.51273, -2.32771], [0.49635, -1.20670, -1.08053], [-0.83778, -1.13178, 2.44346], [-0.70236, 1.88184, 0.67007], [-1.71128, 0.99876, 1.71216], [-2.03055, 0.90704, 0.03234], [2.01065, 1.07013, 0.12154], [2.51344, -0.31193, -0.98958], [1.94799, -0.55370, 0.75834]],
  "forces_ev_per_angstrom": [[-2.4, 2.2, 0.8], [0.9, 0.4, 2.5], [1.4, -0.8, -2.3], [2.1, -2.6, -0.4], [-1.4, -2.4, -1.8], [-1.2, -0.5, 0.3], [-1.3, -1.0, 0.7], [-0.3, 1.2, -0.1], [2.7, 0.6, 0.4], [0.2, -1.2, -1.2], [-0.6, 0.3, 0.6], [0.7, 1.0, -0.4], [-0.8, -0.1, 1.5], [-1.4, 0.5, -1.0], [0.4, 1.6, 0.1], [0.7, 0.6, 0.9], [0.4, 0.1, -0.6]],
  "mulliken_charge": [0.844, 0.004, -0.743, -1.507, -1.062, 0.043, -0.162, -0.097, 0.450, 0.488, 0.426, 0.370, 0.465, 0.341, 0.374, 0.366, 0.400]
}



6.
{
  "formula": "C5H9BrNO4S",
  "method": "wB97M-V/def2-TZVPD",
  "total_charge": -1,
  "lumo_energy_ev": 2.20,
  "orbital_gap_ev": 7.01,
  "species": ["C", "C", "C", "C", "C", "N", "O", "O", "O", "O", "S", "Br", "H", "H", "H", "H", "H", "H", "H", "H", "H"],
  "coordinates": [[-2.97470, -1.07071, 0.10921], [2.44812, 0.08665, -1.70396], [-1.34096, -1.16082, -0.02047], [-0.57112, -0.43178, 1.17504], [-0.52794, 1.05828, 0.93002], [-1.72704, 1.71823, 1.17402], [-3.62321, -1.95184, -0.45550], [-3.49107, -0.07241, 0.59261], [0.49652, 1.58359, 0.52860], [4.32645, 1.46956, -0.94889], [3.28220, 0.66935, -0.32183], [4.11812, -1.32585, 0.42735], [1.71865, -0.63065, -1.40215], [1.90716, 0.90510, -2.05370], [3.06092, -0.46036, -2.44886], [-1.11354, -0.58278, -0.91764], [-1.02268, -2.27944, -0.11861], [0.44104, -0.83371, 1.28418], [-1.15161, -0.42574, 2.22661], [-2.53375, 1.08329, 1.12827], [-1.72155, 2.65204, 0.81570]],
  "forces_ev_per_angstrom": [[1.1, -1.5, -1.8], [-0.1, -2.8, -0.7], [-0.7, -0.8, 1.8], [-2.1, -0.1, 1.4], [-1.2, 0.0, 0.0], [2.9, -0.5, 0.1], [0.5, -1.4, -0.4], [-0.3, 2.1, 1.8], [0.5, 0.8, -0.3], [0.8, 0.4, 0.2], [0.4, 0.8, 0.8], [0.1, -0.3, -0.1], [-0.8, -0.5, 0.5], [-0.7, 1.5, -0.9], [0.1, 0.9, 0.4], [0.1, -0.3, -0.2], [-0.6, 2.1, 0.1], [-0.2, 0.2, 0.1], [1.2, -1.0, -2.3], [-0.8, -0.1, -0.3], [-0.3, 0.3, -0.1]],
  "mulliken_charge": [0.516, -0.828, -0.428, -0.467, 0.439, -0.470, -0.744, -0.738, -0.624, -0.555, 0.651, -0.284, 0.255, 0.328, 0.412, 0.190, 0.229, 0.224, 0.292, 0.369, 0.231]
}



7.
{
  "formula": "C5H9Cl",
  "method": "wB97M-V/def2-TZVPD",
  "lumo_energy_ev": 1.01,
  "relative_energy_ev": 1.151,
  "orbital_gap_ev": 11.26,
  "smiles": "CC1(CCl)CC1",
  "species": ["C", "C", "C", "C", "C", "H", "H", "H", "H", "H", "H", "H", "H", "H", "Cl"],
  "coordinates": [[0.91290, 1.65224, -0.03609], [0.75451, 0.11456, -0.06545], [-0.59902, -0.50089, -0.59317], [1.92868, -0.70402, -0.48719], [1.41422, -0.66363, 0.91829], [0.48871, 2.04267, 0.93510], [0.46746, 2.19466, -0.90026], [2.02717, 1.84159, -0.03248], [-0.71060, -0.11808, -1.68209], [-0.62437, -1.55960, -0.61691], [2.79984, -0.04362, -0.78017], [1.84280, -1.61866, -1.01630], [0.83006, -1.56643, 1.24697], [1.95068, -0.29090, 1.71631], [-2.09056, -0.01595, 0.15950]],
  "forces_ev_per_angstrom": [[0.5, -0.3, 0.6], [-3.2, 1.1, -2.1], [1.4, 2.6, -2.6], [1.6, 1.6, -0.2], [-0.6, -3.3, 1.1], [0.4, -0.2, -1.1], [0.2, -0.5, 0.6], [-1.2, 0.1, 0.1], [0.3, -0.8, 1.6], [0.5, -1.0, 0.1], [-0.9, -1.2, 0.6], [-0.2, -0.5, -0.6], [0.8, 0.8, -0.4], [1.2, 1.1, 1.3], [-0.7, 0.5, 1.0]],
  "mulliken_charge": [-1.259, 1.129, -0.788, -0.799, -0.691, 0.281, 0.322, 0.325, 0.304, 0.381, 0.209, 0.286, 0.203, 0.305, -0.208]
}